A 2-piece molecular cluster, C4H15N2O overall, computed with wB97M-V/def2-TZVPD.

The geometry in XYZ format:
```
22
Properties=species:S:1:pos:R:3:forces:R:3
C -0.106 1.390 0.558 1.75 -2.41 0.92
C -0.068 0.835 -0.867 0.96 -0.78 -0.42
C -0.402 -0.685 -1.194 -2.98 1.57 1.80
C -1.601 -1.224 -0.204 1.04 2.39 -1.83
N -2.563 -0.201 0.275 2.20 2.47 -1.70
N 0.936 0.448 1.358 -1.68 0.70 -0.51
H -1.032 1.210 1.095 -0.12 0.41 -0.19
H 0.312 2.373 0.625 -0.11 0.61 0.03
H -0.767 1.476 -1.367 -0.35 0.29 -0.72
H 0.942 1.004 -1.322 -0.80 0.27 0.39
H 0.422 -1.332 -1.002 0.79 -0.41 -0.23
H -0.735 -0.712 -2.252 0.39 -0.19 0.70
H -2.063 -2.041 -0.678 -0.79 -0.99 -0.76
H -1.139 -1.628 0.641 0.91 -0.73 1.59
H -2.611 0.668 -0.363 0.21 -1.99 1.13
H -3.461 -0.551 0.238 -2.28 -0.99 0.10
H 0.446 -0.454 1.400 0.83 0.00 -0.39
H 1.833 0.479 0.889 0.32 -1.08 -1.06
H 1.239 0.634 2.289 -0.63 0.88 1.31
H 3.219 -1.266 -0.137 -0.60 -0.23 -0.10
H 4.060 -0.111 0.044 0.94 0.88 0.07
O 3.136 -0.311 -0.026 0.00 -0.67 -0.11
```
Forces are in eV/Å.

- Energy relative to the best compared isomer or geometry (same formula, charge and spin): 39.8 kcal per mole
- Kohn-Sham gap: 9.9 eV
- Total charge: +1
- Highest occupied orbital energy: -13.036 eV

---

C18H27AsN3O2RuS4Si2 as an isolated structure, computed with wB97M-V/def2-TZVPD.

The geometry in XYZ format:
```
58
Properties=species:S:1:pos:R:3:forces:R:3
Ru 0.949 0.798 0.181 0.06 0.01 -0.26
S 3.217 0.321 -0.002 -0.03 0.11 0.25
C 3.846 1.558 -1.049 0.09 -0.07 -0.12
C 5.220 1.631 -1.325 -0.05 -0.04 0.02
C 5.732 2.596 -2.169 -0.01 0.07 -0.03
C 4.876 3.521 -2.773 0.04 -0.05 0.04
C 3.520 3.456 -2.514 -0.07 0.00 -0.01
C 2.993 2.489 -1.653 0.04 -0.05 -0.03
S 1.277 2.454 -1.297 -0.20 -0.08 0.04
H 5.880 0.912 -0.850 -0.01 0.00 -0.01
H 6.799 2.635 -2.358 0.00 0.00 -0.01
H 5.269 4.284 -3.435 0.00 0.00 -0.01
H 2.839 4.166 -2.971 0.00 -0.01 0.00
N -2.358 0.402 1.782 0.12 -0.02 0.11
C -2.059 1.487 1.014 -0.20 -0.20 -0.22
O -1.191 1.362 0.115 0.21 0.39 0.16
C -2.836 2.672 1.179 0.00 0.02 -0.05
C -3.885 2.720 2.118 -0.03 -0.06 0.01
N -4.742 2.720 2.899 0.06 0.00 0.03
C -2.639 3.801 0.347 0.00 -0.05 0.04
N -2.535 4.749 -0.304 0.01 0.02 -0.01
H -1.659 -0.327 1.777 -0.07 0.01 -0.02
H -2.897 0.498 2.627 0.03 0.06 0.01
C -1.184 2.450 4.554 -0.06 0.04 -0.06
O -0.284 1.931 3.577 -0.07 0.17 -0.03
C 0.001 0.635 3.572 0.03 -0.08 -0.02
S -0.695 -0.446 4.620 0.06 -0.05 0.13
S 1.251 0.232 2.433 -0.05 -0.28 0.17
H -1.306 3.499 4.302 0.06 0.04 0.00
H -0.761 2.322 5.551 -0.01 0.01 0.00
H -2.151 1.955 4.515 -0.04 -0.09 -0.04
C 2.215 -3.087 1.194 0.00 0.01 -0.03
Si 0.592 -3.038 0.254 0.00 0.00 0.06
C -0.810 -3.229 1.497 0.01 0.08 0.00
C 0.571 -4.580 -0.847 -0.02 0.01 0.02
As 0.557 -1.194 -1.180 0.04 0.12 -0.06
Si -1.637 -1.110 -2.005 0.00 0.02 -0.10
C -1.711 0.439 -3.063 -0.01 0.01 0.05
C -3.213 -1.184 -0.981 -0.03 0.04 0.14
C -1.798 -2.606 -3.166 -0.01 0.03 0.00
H 2.394 -4.101 1.568 0.00 0.00 0.02
H 2.193 -2.396 2.037 0.01 -0.02 -0.02
H 3.047 -2.800 0.547 0.00 0.00 0.00
H -0.639 -4.117 2.115 -0.01 -0.03 -0.01
H -1.778 -3.335 1.001 0.01 0.02 0.03
H -0.850 -2.372 2.176 0.02 -0.04 -0.02
H 0.605 -5.485 -0.232 0.00 0.01 0.00
H 1.445 -4.575 -1.501 0.00 -0.01 -0.02
H -0.319 -4.628 -1.477 0.00 0.00 0.00
H -1.460 1.315 -2.461 -0.03 -0.03 -0.03
H -2.714 0.575 -3.481 0.01 0.00 -0.01
H -0.995 0.375 -3.885 0.03 0.02 -0.01
H -3.382 -0.278 -0.397 0.03 -0.10 -0.08
H -3.224 -2.031 -0.289 0.00 0.03 -0.03
H -4.050 -1.306 -1.677 0.00 -0.01 0.00
H -0.910 -2.729 -3.789 0.01 -0.01 0.00
H -2.666 -2.475 -3.820 0.01 0.00 0.00
H -1.948 -3.529 -2.599 0.01 0.00 -0.01
```
Forces are in eV/Å.

- Energy relative to the best compared isomer or geometry (same formula, charge and spin): 14.5 kcal per mole
- 2S+1: 2
- Kohn-Sham gap (alpha / beta): 6.1 / 6.3 eV
- Total charge: -2
- Highest occupied orbital energy (alpha / beta): -1.537 / -1.768 eV

---

One molecule with the formula C32H42N4O7, computed with wB97M-V/def2-TZVPD.

The geometry in XYZ format:
```
85
Properties=species:S:1:pos:R:3:forces:R:3
C -10.242 -1.562 0.282 -0.18 -0.05 0.01
N -8.833 -1.773 0.055 0.10 0.24 0.16
C -8.400 -2.707 -0.829 0.17 0.15 0.08
O -9.131 -3.459 -1.437 -0.24 -0.21 -0.20
N -7.030 -2.755 -1.038 0.15 -0.34 -0.44
C -5.969 -2.195 -0.340 0.26 0.23 0.27
C -4.780 -1.940 -1.028 -0.13 -0.08 0.01
C -3.693 -1.384 -0.388 -0.05 -0.12 0.09
C -3.762 -1.071 0.967 -0.32 -0.15 0.01
C -2.640 -0.493 1.742 -0.02 -0.09 0.04
O -2.475 -0.715 2.928 -0.06 0.03 -0.01
N -1.737 0.308 1.095 1.05 0.20 0.45
N -1.915 0.785 -0.145 -0.77 -0.13 -0.20
C -1.089 1.504 -0.778 0.21 0.35 -0.05
C 0.329 1.995 -0.500 0.12 -0.18 0.52
C 0.813 2.688 -1.791 -0.12 0.06 0.00
C 0.041 3.964 -2.124 0.11 0.15 0.22
C 0.065 4.964 -0.969 0.20 -0.38 0.00
O -0.803 6.054 -1.199 -0.21 0.22 -0.04
C -0.413 4.279 0.308 0.15 0.04 -0.17
C 0.390 3.022 0.665 0.14 0.64 -0.40
O -0.197 2.422 1.814 -0.07 -0.13 0.12
C 1.847 3.371 1.007 -0.12 -0.35 0.13
C 2.622 2.118 1.398 0.05 0.07 -0.26
C 2.638 1.110 0.245 0.02 -0.14 0.33
C 1.200 0.753 -0.148 0.09 0.04 -0.29
C 1.210 -0.278 -1.274 -0.05 -0.15 0.30
C 1.944 -1.535 -0.826 0.05 0.29 -0.07
C 3.409 -1.272 -0.443 0.22 0.01 -0.04
C 4.230 -0.975 -1.695 -0.15 0.08 0.22
C 3.916 -2.536 0.325 -0.05 0.01 -0.09
C 5.349 -2.862 0.069 0.22 -0.39 -0.26
C 5.824 -3.744 -0.817 -0.10 0.36 0.45
C 7.294 -3.722 -0.779 0.05 -0.30 -0.30
O 8.083 -4.357 -1.421 -0.02 0.12 0.12
O 7.666 -2.808 0.154 0.54 -0.06 -0.03
C 6.526 -2.223 0.744 -0.18 0.36 0.18
C 3.588 -2.271 1.809 -0.07 -0.03 0.04
C 3.076 -0.828 1.917 0.11 0.03 -0.15
C 3.488 -0.135 0.608 -0.70 0.05 -0.11
O 4.850 0.267 0.684 0.26 0.03 0.09
C -4.927 -1.379 1.667 0.29 0.16 -0.09
C -6.019 -1.930 1.030 -0.08 -0.08 -0.08
H -10.450 -1.539 1.353 -0.06 0.01 -0.04
H -10.584 -0.628 -0.169 -0.03 -0.06 0.01
H -10.776 -2.394 -0.174 -0.03 0.09 0.06
H -8.198 -1.051 0.353 0.02 -0.12 -0.07
H -6.786 -3.294 -1.858 -0.17 0.05 0.14
H -4.717 -2.187 -2.078 -0.01 0.01 -0.12
H -2.787 -1.200 -0.942 -0.03 -0.02 -0.05
H -1.019 0.717 1.695 -0.28 -0.05 -0.13
H -1.467 1.757 -1.761 -0.04 0.04 -0.17
H 0.698 1.996 -2.626 0.09 -0.04 0.01
H 1.872 2.931 -1.710 0.07 -0.09 -0.05
H 0.475 4.420 -3.018 -0.06 0.00 -0.03
H -1.005 3.737 -2.342 -0.04 0.05 -0.03
H 1.091 5.343 -0.827 -0.11 -0.11 -0.02
H -0.576 6.465 -2.041 0.01 -0.01 0.05
H -0.361 4.996 1.131 -0.01 0.00 0.08
H -1.461 4.003 0.172 -0.03 0.00 0.02
H -0.277 3.089 2.505 -0.03 -0.01 0.01
H 2.335 3.859 0.167 0.05 0.10 -0.02
H 1.846 4.076 1.844 -0.05 0.11 -0.05
H 2.144 1.667 2.270 0.07 -0.01 0.04
H 3.638 2.410 1.673 0.02 -0.01 0.07
H 3.145 1.569 -0.611 0.01 0.00 -0.05
H 0.734 0.286 0.723 0.02 -0.05 -0.01
H 1.695 0.131 -2.159 -0.02 0.05 -0.09
H 0.186 -0.540 -1.546 0.00 0.00 -0.08
H 1.415 -1.964 0.026 -0.09 -0.12 0.06
H 1.926 -2.271 -1.632 0.03 -0.13 0.06
H 5.249 -0.709 -1.435 0.11 0.00 -0.08
H 3.799 -0.145 -2.246 0.00 0.12 -0.13
H 4.249 -1.848 -2.343 0.01 -0.07 -0.11
H 3.345 -3.394 -0.041 0.01 0.05 -0.01
H 5.280 -4.390 -1.478 -0.15 -0.13 -0.13
H 6.556 -2.420 1.821 -0.06 0.02 -0.08
H 6.540 -1.139 0.592 0.05 -0.24 0.02
H 4.471 -2.408 2.428 -0.02 -0.07 0.05
H 2.833 -2.973 2.163 0.07 -0.03 0.07
H 3.509 -0.320 2.779 -0.09 0.10 0.03
H 1.994 -0.813 2.029 -0.08 0.06 0.07
H 4.948 0.860 1.436 0.00 -0.01 0.00
H -4.956 -1.185 2.728 0.01 0.00 0.09
H -6.893 -2.197 1.603 -0.05 -0.01 0.03
```
Forces are in eV/Å.

- Energy relative to the best compared isomer or geometry (same formula, charge and spin): 0.0 kcal per mole
- Kohn-Sham gap: 8.9 eV
- SMILES: CNC(=O)Nc1ccc(C(=O)N/N=C\[C@@]23CC[C@@H](O)C[C@]2(O)CC[C@@H]2[C@@H]3CC[C@]3(C)[C@@H](C4=CC(=O)OC4)CC[C@]23O)cc1
- Highest occupied orbital energy: -8.589 eV